1:
Computed, not measured: a 2-piece molecular cluster, C4H12 overall, with the ωB97M-V functional and the def2-TZVPD basis.

Net charge: -1
HOMO-LUMO gap (alpha / beta): 0.1041 / 0.4395 Ha
2S+1: 2

Geometry (Å):
1 C 1.58877 0.22397 -1.85501
2 C 0.09514 0.65725 -1.76918
3 H 1.80590 -0.24256 -0.86922
4 H 1.74252 -0.56955 -2.64610
5 H 2.32120 0.95880 -1.90359
6 H -0.30801 1.07421 -2.74760
7 H -0.10063 1.42316 -0.97480
8 H -0.51943 -0.10789 -1.43079
9 C -1.17767 -1.09783 1.57588
10 C -0.47838 0.22327 1.99857
11 H -0.47220 -1.88779 1.41744
12 H -1.85336 -1.27184 2.44793
13 H -1.70276 -1.15283 0.57383
14 H -0.99322 0.49902 2.89584
15 H -0.65029 1.16783 1.30397
16 H 0.56313 0.06951 2.23154

Here is what natural (NBO) gives for the atomic charges, in e:
1. C -0.72
2. C -0.76
3. H 0.20
4. H 0.18
5. H 0.19
6. H 0.18
7. H 0.20
8. H 0.20
9. C -0.95
10. C -0.85
11. H 0.19
12. H 0.18
13. H 0.19
14. H 0.18
15. H 0.18
16. H 0.20

2:
Computed, not measured: a 2-piece molecular cluster, C4H12 overall, with the ωB97M-V functional and the def2-TZVPD basis.

Net charge: -1
HOMO-LUMO gap (alpha / beta): 0.1031 / 0.4333 Ha
2S+1: 2

Geometry (Å):
1 C -1.38566 -0.41105 1.56305
2 C -1.22283 0.99272 1.90688
3 H -2.05480 -0.55764 0.72955
4 H -0.55039 -0.91581 1.08227
5 H -1.66535 -1.12467 2.32178
6 H -1.63027 1.79836 1.21824
7 H -0.24450 1.31644 2.17149
8 H -1.68036 1.20553 2.91993
9 C 1.57760 0.42412 -1.79937
10 C 1.02760 -0.96226 -1.76284
11 H 2.56513 0.44677 -1.29812
12 H 1.54537 0.87077 -2.85657
13 H 0.96780 1.01269 -1.13747
14 H 1.59294 -1.58635 -2.42357
15 H 1.18381 -1.48991 -0.77054
16 H -0.02610 -1.01972 -1.86470

Here is what natural (NBO) gives for the atomic charges, in e:
1. C -0.90
2. C -0.74
3. H 0.20
4. H 0.21
5. H 0.19
6. H 0.20
7. H 0.20
8. H 0.18
9. C -0.73
10. C -0.94
11. H 0.19
12. H 0.18
13. H 0.20
14. H 0.18
15. H 0.18
16. H 0.19

3:
Computed, not measured: a 2-piece molecular cluster, C4H12 overall, with the ωB97M-V functional and the def2-TZVPD basis.

Net charge: -1
HOMO-LUMO gap (alpha / beta): 0.1053 / 0.4248 Ha
2S+1: 2

Geometry (Å):
1 C -1.76589 1.09840 1.60174
2 C -1.10251 0.30125 2.70332
3 H -2.44703 0.46187 1.05532
4 H -2.30176 2.12305 2.02249
5 H -0.98877 1.49639 1.08240
6 H -1.65150 0.17012 3.68846
7 H -0.16153 0.83740 3.01790
8 H -0.92829 -0.76724 2.36650
9 C 1.93885 -0.20838 -1.91855
10 C 0.98684 -1.34867 -2.37755
11 H 2.37823 0.38966 -2.73608
12 H 1.18781 0.64222 -1.58159
13 H 2.46129 -0.42878 -1.07502
14 H -0.03814 -0.90954 -2.26678
15 H 1.13589 -1.46622 -3.51720
16 H 1.29651 -2.39155 -2.06536

Here is what natural (NBO) gives for the atomic charges, in e:
1. C -0.81
2. C -0.75
3. H 0.20
4. H 0.15
5. H 0.20
6. H 0.17
7. H 0.19
8. H 0.20
9. C -0.86
10. C -0.82
11. H 0.19
12. H 0.16
13. H 0.20
14. H 0.20
15. H 0.17
16. H 0.20

What is the stability order? It is 2, 1, 3, from most stable to least stable.

1:
Computed, not measured: a 2-piece molecular cluster, C4H12 overall, with the ωB97M-V functional and the def2-TZVPD basis.

Net charge: -1
HOMO-LUMO gap (alpha / beta): 0.1023 / 0.4424 Ha
2S+1: 2

Geometry (Å):
1 C 1.57683 -0.16949 0.79181
2 C 2.93086 -0.78347 1.11748
3 H 0.75482 -0.32952 1.48287
4 H 1.59365 0.93707 0.74692
5 H 1.20995 -0.40906 -0.21290
6 H 3.07823 -1.69916 0.55254
7 H 3.02570 -1.04830 2.16687
8 H 3.73475 -0.12328 0.78414
9 C -2.44657 0.96955 -0.37884
10 C -2.10104 -0.08545 -1.44773
11 H -1.79302 0.78158 0.48050
12 H -2.03435 1.90539 -0.79279
13 H -3.51480 1.09721 -0.20444
14 H -1.11530 0.14661 -1.86816
15 H -2.03911 -1.06931 -0.98566
16 H -2.86060 -0.12037 -2.23262

Here is what natural (NBO) gives for the atomic charges, in e:
1. C -1.05
2. C -0.72
3. H 0.19
4. H 0.18
5. H 0.19
6. H 0.19
7. H 0.19
8. H 0.19
9. C -0.75
10. C -0.76
11. H 0.21
12. H 0.19
13. H 0.19
14. H 0.20
15. H 0.19
16. H 0.18

2:
Computed, not measured: a 2-piece molecular cluster, C4H12 overall, with the ωB97M-V functional and the def2-TZVPD basis.

Net charge: -1
HOMO-LUMO gap (alpha / beta): 0.1030 / 0.4294 Ha
2S+1: 2

Geometry (Å):
1 C 1.10404 -0.27779 1.44090
2 C 2.12637 0.79821 1.13440
3 H 0.16479 0.17097 1.80226
4 H 1.00210 -0.91134 0.50601
5 H 1.37931 -1.02038 2.22815
6 H 2.14273 1.57603 1.80503
7 H 1.79858 1.40515 0.22669
8 H 3.10461 0.38639 0.98898
9 C -1.59123 0.46031 -1.48299
10 C -1.61993 -1.02776 -0.96733
11 H -1.37759 1.13374 -0.67436
12 H -0.89365 0.71601 -2.26370
13 H -2.57893 0.69828 -1.82301
14 H -0.75641 -1.39832 -1.55490
15 H -2.36399 -1.73454 -1.48390
16 H -1.64081 -0.97497 0.11779

Here is what natural (NBO) gives for the atomic charges, in e:
1. C -0.77
2. C -0.87
3. H 0.19
4. H 0.20
5. H 0.18
6. H 0.19
7. H 0.18
8. H 0.19
9. C -0.87
10. C -0.77
11. H 0.19
12. H 0.19
13. H 0.18
14. H 0.20
15. H 0.19
16. H 0.21

What is the stability order? It is 1, 2, from most stable to least stable.

1:
Computed, not measured: a 2-piece molecular cluster, C4H12 overall, with the ωB97M-V functional and the def2-TZVPD basis.

Net charge: -1
HOMO-LUMO gap (alpha / beta): 0.1013 / 0.4508 Ha
2S+1: 2

Geometry (Å):
1 C -0.74636 0.23483 -1.94371
2 C -0.00262 -1.07375 -2.24740
3 H -0.93586 0.80770 -2.85862
4 H -1.72266 0.14854 -1.45490
5 H -0.17098 0.84298 -1.24382
6 H -0.36499 -1.87574 -1.60006
7 H 1.04516 -0.98529 -1.94505
8 H -0.02145 -1.32941 -3.30180
9 C -0.04544 -0.06484 1.62439
10 C 0.76774 0.87157 2.53103
11 H -1.10533 0.17178 1.53433
12 H 0.38419 0.01210 0.62737
13 H -0.00959 -1.10108 1.96664
14 H 1.51852 0.30628 3.08697
15 H 0.13581 1.38464 3.26110
16 H 1.27385 1.64969 1.96352

Here is what natural (NBO) gives for the atomic charges, in e:
1. C -0.95
2. C -0.77
3. H 0.19
4. H 0.19
5. H 0.19
6. H 0.19
7. H 0.19
8. H 0.19
9. C -0.81
10. C -0.76
11. H 0.19
12. H 0.20
13. H 0.19
14. H 0.19
15. H 0.18
16. H 0.19

2:
Computed, not measured: a 2-piece molecular cluster, C4H12 overall, with the ωB97M-V functional and the def2-TZVPD basis.

Net charge: -1
HOMO-LUMO gap (alpha / beta): 0.1039 / 0.4404 Ha
2S+1: 2

Geometry (Å):
1 C -1.11991 -1.65761 0.02453
2 C -2.20081 -0.64668 -0.25716
3 H -0.98720 -2.49786 -0.66728
4 H -0.10767 -1.26287 -0.00484
5 H -0.99065 -2.14519 0.99551
6 H -2.87662 -0.54202 0.60018
7 H -2.70863 -0.64617 -1.21892
8 H -1.84321 0.37823 -0.35970
9 C 1.06047 1.40379 -0.43715
10 C 2.02912 0.92134 0.71901
11 H 0.06757 1.20209 -0.07222
12 H 1.40890 2.37005 -0.79657
13 H 1.36292 0.80295 -1.29125
14 H 3.02925 0.95802 0.24918
15 H 1.89784 -0.14598 0.89577
16 H 1.97864 1.50790 1.62092

Here is what natural (NBO) gives for the atomic charges, in e:
1. C -0.75
2. C -0.82
3. H 0.19
4. H 0.21
5. H 0.20
6. H 0.20
7. H 0.20
8. H 0.21
9. C -1.01
10. C -0.75
11. H 0.20
12. H 0.19
13. H 0.18
14. H 0.18
15. H 0.19
16. H 0.19

3:
Computed, not measured: a 2-piece molecular cluster, C4H12 overall, with the ωB97M-V functional and the def2-TZVPD basis.

Net charge: -1
HOMO-LUMO gap (alpha / beta): 0.1060 / 0.4384 Ha
2S+1: 2

Geometry (Å):
1 C -1.37646 -0.96511 -1.84102
2 C -0.90416 0.39482 -2.57584
3 H -2.27981 -1.45042 -2.22852
4 H -0.66346 -1.74963 -1.85077
5 H -1.59048 -0.67955 -0.74301
6 H 0.13992 0.48715 -2.49982
7 H -1.42079 1.38071 -2.25517
8 H -0.91382 0.14826 -3.69368
9 C 0.90097 0.96556 2.42237
10 C 1.39814 -0.40695 1.99759
11 H -0.09607 1.37139 2.03766
12 H 0.60732 1.02091 3.46183
13 H 1.54311 1.88009 2.05496
14 H 1.26014 -1.13551 2.78203
15 H 0.90141 -0.92922 1.14556
16 H 2.49404 -0.33250 1.78584

Here is what natural (NBO) gives for the atomic charges, in e:
1. C -0.90
2. C -0.79
3. H 0.18
4. H 0.19
5. H 0.18
6. H 0.20
7. H 0.20
8. H 0.18
9. C -0.80
10. C -0.80
11. H 0.20
12. H 0.19
13. H 0.19
14. H 0.19
15. H 0.21
16. H 0.19

What is the stability order? It is 1, 2, 3, from most stable to least stable.

1:
Computed, not measured: a 2-piece molecular cluster, C5H12O2S overall, with the ωB97M-V functional and the def2-TZVPD basis.

HOMO-LUMO gap (alpha / beta): 0.2927 / 0.2926 Ha

Geometry (Å):
1 C 0.70353 0.07712 1.55710
2 C 0.83250 -1.43076 -0.54202
3 C -2.57601 -0.55110 -0.41467
4 C 1.59414 0.88900 -0.66547
5 C 0.70867 -0.06298 0.03031
6 O -1.69409 1.62223 0.88860
7 O 1.32423 2.25112 -0.40880
8 S -1.56359 0.95513 -0.51300
9 H -0.14941 0.70751 1.72016
10 H 1.58181 0.76520 2.00473
11 H 0.50927 -0.78846 2.11045
12 H 0.65670 -1.42316 -1.71273
13 H 0.07643 -2.03699 -0.07864
14 H 1.75847 -1.82147 -0.28207
15 H -3.41793 -0.39386 0.21269
16 H -1.77732 -1.32617 0.01757
17 H -2.89453 -0.82081 -1.47459
18 H 2.57630 0.46901 -0.46927
19 H 1.39762 0.71528 -1.77440
20 H 0.35322 2.20415 -0.20593

Here is what natural (NBO) gives for the atomic charges, in e:
1. C -0.73
2. C -0.67
3. C -0.81
4. C -0.15
5. C 0.15
6. O -0.95
7. O -0.70
8. S 0.91
9. H 0.29
10. H 0.24
11. H 0.22
12. H 0.22
13. H 0.22
14. H 0.23
15. H 0.25
16. H 0.22
17. H 0.23
18. H 0.19
19. H 0.16
20. H 0.48

2:
Computed, not measured: the molecule C5H12O2S, with the ωB97M-V functional and the def2-TZVPD basis.

SMILES: CO[C@@](C)(CO)SC
HOMO-LUMO gap: 0.3493 Ha

Geometry (Å):
1 C 1.91432 -1.38854 -0.50390
2 O 0.71989 -0.91767 -0.80655
3 C 0.09236 0.24343 -0.02324
4 C -0.11416 -0.01096 1.42505
5 C 0.88804 1.46169 -0.43756
6 O 0.65603 2.72192 -0.06422
7 S -1.58303 0.63608 -0.81040
8 C -2.61897 -0.77418 -0.06177
9 H 1.79322 -2.41292 -1.12388
10 H 2.12335 -1.90925 0.52752
11 H 2.90401 -0.67107 -0.79805
12 H -0.45075 -1.13100 1.38231
13 H 0.94642 0.14253 1.98752
14 H -0.96823 0.84634 1.74659
15 H 1.81900 1.07068 -0.17890
16 H 0.74697 1.45839 -1.51221
17 H -0.02521 3.24337 -0.65808
18 H -2.58606 -1.76043 -0.87123
19 H -2.50110 -0.63103 1.02122
20 H -3.75610 -0.21739 -0.24024

Here is what natural (NBO) gives for the atomic charges, in e:
1. C -0.26
2. O -0.57
3. C 0.18
4. C -0.71
5. C -0.11
6. O -0.71
7. S 0.13
8. C -0.78
9. H 0.21
10. H 0.16
11. H 0.16
12. H 0.24
13. H 0.23
14. H 0.26
15. H 0.17
16. H 0.17
17. H 0.49
18. H 0.27
19. H 0.24
20. H 0.23

What is the stability order? It is 1, 2, from most stable to least stable.

1:
Computed, not measured: the molecule C3H3Cl2NO, with the ωB97M-V functional and the def2-TZVPD basis.

SMILES: C=C(Cl)[C@H](Cl)N=O
HOMO-LUMO gap: 0.3369 Ha

Geometry (Å):
1 C -1.29565 -0.90696 -0.67292
2 C -0.38683 -0.61185 0.21837
3 Cl 0.07211 -1.77243 1.33066
4 C 0.32615 0.67159 0.10777
5 Cl 1.26640 0.88290 -1.39074
6 N 1.48991 0.58452 0.96636
7 O 1.77891 1.55414 1.61463
8 H -1.62071 -1.87793 -0.98892
9 H -1.28929 -0.12171 -1.42245
10 H -0.34099 1.59775 0.23725

Here is what natural (NBO) gives for the atomic charges, in e:
1. C -0.36
2. C -0.10
3. Cl 0.08
4. C -0.18
5. Cl 0.02
6. N 0.13
7. O -0.25
8. H 0.23
9. H 0.20
10. H 0.24

2:
Computed, not measured: C3H3Cl2NO as an isolated structure, with the ωB97M-V functional and the def2-TZVPD basis.

HOMO-LUMO gap: 0.3580 Ha

Geometry (Å):
1 C 1.09317 -0.85566 -1.06669
2 C -0.82821 0.68575 0.13555
3 C -0.86140 0.13645 1.33637
4 N 0.71866 0.33898 -0.94921
5 O 1.11993 1.33194 -1.43094
6 Cl -2.17146 0.64285 2.33879
7 Cl 0.12449 -1.06952 2.02268
8 H 1.80235 -1.08069 -1.77599
9 H 0.46744 -1.61934 -0.43793
10 H -1.46496 1.48924 -0.17263

Here is what natural (NBO) gives for the atomic charges, in e:
1. C -0.26
2. C -0.13
3. C -0.18
4. N 0.20
5. O -0.41
6. Cl 0.04
7. Cl 0.08
8. H 0.21
9. H 0.21
10. H 0.23

What is the stability order? It is 1, 2, from most stable to least stable.

1:
Computed, not measured: the molecule C2H2FN3S, with the ωB97M-V functional and the def2-TZVPD basis.

SMILES: FC1=NN=N[C@@H]1S
HOMO-LUMO gap: 0.3354 Ha

Geometry (Å):
1 F 1.28324 1.60454 0.78145
2 C 0.93113 0.41899 0.32771
3 N 1.67794 -0.53808 -0.08576
4 N 0.91970 -1.61677 -0.29130
5 N -0.25712 -1.42372 -0.04004
6 C -0.48641 -0.11571 0.41046
7 S -1.74401 0.91950 -0.64430
8 H -0.99403 -0.10388 1.46015
9 H -1.33043 0.85514 -1.91837

Here is what natural (NBO) gives for the atomic charges, in e:
1. F -0.27
2. C 0.62
3. N -0.35
4. N 0.03
5. N -0.18
6. C -0.31
7. S 0.00
8. H 0.30
9. H 0.15

2:
Computed, not measured: a 2-piece molecular cluster, C2H2FN3S overall, with the ωB97M-V functional and the def2-TZVPD basis.

HOMO-LUMO gap (alpha / beta): 0.3328 / 0.3329 Ha

Geometry (Å):
1 C 1.12070 -0.22666 0.29508
2 C -2.02474 0.20231 -1.79157
3 N 1.44495 -0.45166 1.42075
4 N -1.84677 1.37918 -1.82213
5 N 1.83245 -1.13188 2.33315
6 F 0.25048 0.59398 -0.26731
7 S -2.17430 -1.34229 -1.96491
8 H -1.25264 1.88293 -1.12956
9 H 2.64988 -0.90591 2.92650

Here is what natural (NBO) gives for the atomic charges, in e:
1. C 0.44
2. C 0.23
3. N -0.08
4. N -0.67
5. N -0.41
6. F -0.30
7. S 0.01
8. H 0.43
9. H 0.36

What is the stability order? It is 1, 2, from most stable to least stable.